Record 1
Entry from the Open Molecules 2025 dataset: a 2-piece molecular cluster, C19H26N2O3S overall (ωB97M-V with the def2-TZVPD basis set).

Results
Spin multiplicity   1
Net charge   0
Calculated total energy   -1472.95860 a.u.
SMILES   Cc1ccc(S(=O)(=O)N=C=O)cc1.C1=C(N2CCCCC2)CCCC1
E_LUMO   -0.39 eV

Last column: natural (NBO) charge in e.
Positions of all 51 atoms, in Å:
H 0.628 2.477 1.773  0.207
H 0.035 -1.558 1.903  0.205
H -1.545 2.913 2.889  0.211
H 1.747 1.026 -2.385  0.191
H 3.780 -0.289 -2.541  0.201
C 2.500 1.190 -1.603  -0.385
C -1.621 -0.539 2.757  -0.405
C 4.372 -1.775 1.927  0.875
H -0.806 2.150 0.779  0.162
C -2.214 0.858 2.897  -0.399
H 6.691 -2.357 6.020  0.251
H 4.437 -3.352 10.273  0.228
H 3.612 -1.870 9.796  0.230
C 3.380 -0.053 -1.548  -0.394
C 3.361 -3.911 7.263  -0.225
C -1.113 1.908 2.886  -0.402
H 2.472 2.034 0.374  0.213
C 4.882 -3.406 5.476  -0.369
C 4.147 -3.166 8.151  0.024
H -1.160 -0.832 3.707  0.196
O 6.576 -2.759 3.597  -0.893
H 4.238 0.111 -0.883  0.212
C 5.365 -2.648 7.704  -0.218
H -0.500 1.819 3.791  0.199
H 3.101 2.058 -1.903  0.205
C 1.797 -0.964 0.201  -0.321
C 3.727 -4.048 5.925  -0.106
H 2.744 -3.414 9.751  0.219
H 2.454 -4.387 7.642  0.220
C 2.567 -1.260 -1.032  -0.424
H 1.569 -1.820 0.842  0.200
H -2.764 0.918 3.840  0.209
H 3.122 -4.633 5.236  0.236
S 5.369 -3.528 3.758  2.252
N 0.273 0.451 1.400  -0.444
H -1.120 -0.967 0.714  0.173
N 4.026 -2.606 2.752  -0.800
C 3.709 -2.938 9.568  -0.637
O 4.753 -0.983 1.119  -0.493
C -0.224 1.791 1.651  -0.199
C -0.585 -0.693 1.644  -0.199
C 1.771 1.494 -0.286  -0.449
C 1.255 0.273 0.450  0.220
H 1.871 -1.553 -1.841  0.193
H -2.935 1.052 2.094  0.196
O 5.261 -4.886 3.307  -0.866
H 6.028 -2.149 8.414  0.223
H -2.416 -1.265 2.563  0.212
C 5.743 -2.763 6.368  -0.151
H 3.214 -2.131 -0.861  0.207
H 0.964 2.203 -0.527  0.212

Record 2
Entry from the Open Molecules 2025 dataset: C19H26N8O3STi as an isolated structure (ωB97M-V with the def2-TZVPD basis set).

Results
Spin multiplicity   3
Net charge   0
Calculated total energy   -2651.17451 a.u.
E_LUMO (spin up / spin down)   -0.34 / -0.34 eV

Last column: natural (NBO) charge in e.
Positions of all 58 atoms, in Å:
C -0.677 2.693 -0.865  -0.013
N -2.022 -2.674 0.725  -0.612
C -0.393 -0.063 -4.781  -0.225
Ti 0.137 0.058 0.002  1.619
H 2.533 -2.546 0.103  0.239
C -0.108 0.162 -3.443  -0.300
C 2.355 3.443 2.799  -0.241
N -1.313 -1.211 -0.960  -0.822
N 3.289 1.631 1.642  -0.591
C -1.334 3.693 -1.570  -0.182
C -1.147 0.860 -5.499  -0.229
C -1.687 3.491 -2.880  -0.241
H 3.231 -2.278 -1.511  0.225
H 0.535 -0.520 -2.898  0.216
N 2.192 2.146 3.462  -0.582
C 2.984 3.049 1.451  -0.219
O -0.462 3.846 1.200  -0.651
N -0.283 -1.369 1.537  -0.862
O 0.147 1.684 1.066  -0.851
H -2.219 4.246 -3.443  0.207
H 3.891 3.614 1.243  0.201
N -0.340 1.476 -1.427  -0.672
H 0.608 -2.917 3.851  0.209
C -1.136 -2.302 1.737  0.651
H -0.444 -1.530 4.157  0.234
H 1.442 1.965 4.104  0.416
H 1.481 -2.640 -1.315  0.203
H -3.279 -3.700 -1.159  0.396
N -3.067 -2.727 -1.310  -0.808
H -1.563 4.611 -1.046  0.237
C 2.646 1.135 2.705  0.356
H -3.124 -2.424 -2.268  0.410
H -0.895 -5.032 2.480  0.200
C -0.324 2.815 0.559  0.738
S 2.477 -0.502 3.100  -0.373
H -0.801 -3.080 4.921  0.214
H 0.382 -1.215 2.300  0.419
C -2.078 -2.156 -0.552  0.648
H 3.030 4.075 3.379  0.188
C -1.684 -4.397 2.894  -0.403
C -0.580 1.304 -2.780  0.248
H 3.429 1.042 0.827  0.452
H -2.603 -4.577 2.339  0.189
H -1.875 -4.706 3.919  0.222
O 2.975 0.153 -0.863  -0.627
H 1.390 3.933 2.680  0.250
C 2.347 -2.124 -0.890  -0.737
H -2.843 -3.173 1.019  0.411
C 2.059 -0.645 -0.680  0.150
C -0.429 -2.609 4.015  -0.421
H 2.298 3.176 0.611  0.213
C -1.301 2.272 -3.527  -0.102
H -2.137 2.759 -5.434  0.207
H -0.003 -0.946 -5.272  0.209
H -1.457 -0.991 -1.945  0.402
C -1.579 2.016 -4.876  -0.200
H -1.369 0.689 -6.544  0.209
N -1.303 -2.989 2.910  -0.423

Record 3
Entry from the Open Molecules 2025 dataset: a 2-piece molecular cluster, C19H26NO4 overall (ωB97M-V with the def2-TZVPD basis set).

Results
Spin multiplicity   1
Net charge   -1
Calculated total energy   -1095.33157 a.u.
E_LUMO   2.52 eV

Last column: natural (NBO) charge in e.
Positions of all 50 atoms, in Å:
C -4.123 4.561 -0.463  -0.644
O 3.358 -0.317 -0.213  -0.513
H -1.328 0.654 0.561  0.202
H -3.357 5.341 -0.394  0.242
H -4.048 3.772 2.878  0.213
H 2.322 -2.851 -2.094  0.232
H 0.143 -7.336 -1.840  0.192
H 1.008 -0.239 2.861  0.235
H 5.051 -0.483 -2.163  0.211
H -6.107 3.083 0.667  0.205
C -0.409 2.567 0.762  -0.335
C 0.829 -1.188 2.353  -0.666
O 3.089 0.492 1.892  -0.708
H 6.184 0.755 -1.606  0.195
C 0.606 -6.351 -1.915  -0.219
H 1.416 -6.688 -3.888  0.191
C -0.410 1.235 0.634  -0.280
C 2.739 -0.238 0.975  0.736
C 1.834 -3.828 -2.073  -0.229
H -0.063 -5.715 0.055  0.197
H -0.245 -1.283 2.151  0.189
C 5.139 0.438 -1.578  -0.619
H 0.544 0.719 0.543  0.238
H -5.069 2.001 -0.288  0.217
H -5.081 1.892 1.498  0.217
H -5.133 4.887 2.017  0.205
C -5.134 2.579 0.643  -0.614
C -4.142 4.416 1.996  -0.645
O -1.462 4.692 0.831  -0.627
C 1.071 -4.177 -0.940  -0.027
C 0.937 -3.249 0.157  -0.167
C 1.333 -5.988 -3.058  -0.294
H -4.026 4.022 -1.412  0.213
H 0.300 -3.537 1.013  0.126
H -3.382 5.205 2.029  0.244
H 1.135 -2.021 3.008  0.194
C 4.701 0.228 -0.158  -0.078
C 0.476 -5.458 -0.859  -0.241
H 0.524 3.122 0.873  0.220
H 4.696 1.162 0.415  0.199
H 5.337 -0.516 0.342  0.168
H 2.555 -4.466 -4.002  0.194
C -4.012 3.610 0.715  0.260
C 1.595 -1.194 1.098  -0.113
C -1.593 3.480 0.761  0.768
N 1.583 -2.127 0.179  -0.359
C 1.962 -4.735 -3.129  -0.213
O -2.772 2.821 0.674  -0.523
H -5.108 5.042 -0.445  0.205
H 4.536 1.212 -2.062  0.205

Record 4
Entry from the Open Molecules 2025 dataset: C19H27CaCl2N6O9 as an isolated structure (ωB97M-V with the def2-TZVPD basis set).

Results
Spin multiplicity   1
Net charge   -1
Calculated total energy   -3344.03973 a.u.
E_LUMO   2.43 eV

Last column: natural (NBO) charge in e.
Positions of all 64 atoms, in Å:
C -3.754 -0.004 -3.810  -0.061
C 2.717 -1.092 1.679  -0.425
H 1.544 0.946 -2.779  0.238
H 3.623 -1.323 2.249  0.203
O 0.201 -3.389 -0.495  -0.875
C -2.029 -4.222 -0.291  -0.299
H -2.266 -0.496 -6.827  0.264
C -0.485 -0.549 2.895  -0.225
C 0.158 0.823 3.051  -0.222
H -0.612 3.223 1.989  0.160
H 2.723 1.195 0.022  0.202
H 0.822 4.567 0.544  0.205
N -0.001 -0.733 -5.580  0.540
C -1.382 -0.508 -3.485  0.503
N 0.388 1.674 -1.198  -0.676
H -4.710 0.247 -3.376  0.264
H 4.067 -1.287 0.002  0.168
H -0.550 1.441 3.625  0.176
Ca -0.233 -1.181 -0.575  1.774
C 1.569 -1.855 2.344  -0.230
C 1.689 1.484 -1.838  -0.249
N 0.499 1.430 1.781  -0.654
O -0.362 -0.781 -2.775  -0.853
N -4.772 0.010 -6.061  0.539
H -0.552 -1.010 3.891  0.173
H 2.537 -0.019 1.780  0.230
C -0.504 -4.312 0.004  0.741
H -1.503 -0.429 2.513  0.218
Cl -2.414 -3.609 -1.909  -0.005
O -4.601 -0.081 -7.266  -0.420
H 1.947 3.243 0.320  0.197
N 2.194 -0.654 -0.739  -0.699
C 0.889 3.478 0.464  -0.410
O -2.106 -0.091 -0.603  -0.927
H 2.182 -1.132 -1.637  0.380
H 2.769 -2.488 0.034  0.223
O -5.845 0.269 -5.546  -0.401
O 1.005 -0.308 -5.045  -0.390
H -0.358 1.341 -1.795  0.399
C -3.035 0.104 -1.463  0.791
C 0.102 3.041 -0.769  -0.216
H 0.313 3.753 -1.583  0.166
O -0.168 -5.236 0.732  -0.666
C -1.305 -0.538 -4.913  -0.115
O -0.005 -1.288 -6.668  -0.414
H 1.652 -2.916 2.097  0.220
H 3.667 0.718 -1.402  0.168
H -0.970 3.100 -0.563  0.209
C 2.998 -1.434 0.211  -0.228
C 2.662 0.712 -0.955  -0.226
H 1.674 -1.763 3.433  0.173
Cl -2.765 -3.128 0.948  -0.051
N 0.215 -1.425 1.952  -0.705
O -4.159 0.517 -1.210  -0.681
H 1.064 0.742 3.667  0.174
C -3.608 -0.150 -5.185  -0.094
H 1.042 3.262 2.594  0.182
C -2.687 -0.162 -2.949  -0.305
C 0.416 2.880 1.780  -0.203
C -2.385 -0.410 -5.760  -0.134
H -0.087 1.083 1.031  0.380
H -2.506 -5.186 -0.168  0.232
H 2.142 2.454 -2.082  0.177
H -0.354 -2.260 1.855  0.388

Question: What is the calculated total energy in the fourth record?
Answer: -3344.03973 a.u.

Question: Number 1 is which compound?
Answer: C19H26N2O3S

Question: calculated total energy of number 1 (C19H26N2O3S)?
Answer: -1472.95860 a.u.